# C29H48AlBN4O15PS

A molecular structure, C29H48AlBN4O15PS at a distorted geometry (wB97M-V/def2-TZVPD, the OMol25 dataset).

Geometry as XYZ:
```
100
Properties=species:S:1:pos:R:3:lowdin_charge:R:1
C -0.39883 0.87315 -2.36290 -0.120
C -1.13862 -0.51451 -2.92831 -0.353
C -2.12118 -0.03180 -4.14769 -0.104
C -1.91957 -1.17357 -1.63373 -0.081
C -3.11383 -2.22949 -2.02252 -0.436
O -3.61621 -3.18375 -1.01807 -0.035
B -3.60083 -2.62611 0.34688 -0.537
O -2.82937 -3.41644 1.36899 0.029
O -4.28890 -1.40767 0.81501 0.075
O -4.32783 -1.37050 -2.22630 -0.151
Al -5.39788 -2.60430 -3.20533 0.190
C -6.80950 -3.66562 -2.16243 -0.228
C -7.94279 -2.73838 -1.39779 -0.272
C -8.66828 -1.75023 -2.50873 -0.277
C -10.03844 -1.01780 -1.95091 -0.459
S -9.67533 0.22772 -0.54790 0.792
C -8.26410 1.26118 -1.25756 -0.485
N -6.81273 1.39452 -0.85385 0.028
N -6.34384 2.29490 -1.83808 -0.030
C -7.44684 2.68801 -2.82233 -0.036
O -8.70419 2.02690 -2.43743 -0.118
N -6.27914 -1.90767 -4.81406 0.072
C -5.74140 -0.67277 -5.08237 -0.236
O -5.29996 0.54205 -5.42496 -0.078
O -3.96164 -3.59384 -3.97219 -0.232
C -2.68877 -3.28048 -3.25315 -0.361
P -1.79376 -4.76673 -2.40381 0.759
N -2.85234 -5.97957 -2.11538 -0.366
H -1.27055 1.59834 -2.01137 0.096
H 0.16190 1.41951 -3.24342 0.091
H 0.29173 0.65628 -1.44348 0.075
H -0.29847 -1.22434 -3.32978 0.127
H -3.00667 -0.75569 -4.39446 0.058
H -2.55374 1.06268 -4.02365 0.099
H -1.44639 0.00571 -5.12763 0.091
H -1.06785 -1.70868 -0.99002 0.134
H -2.29643 -0.25883 -0.97844 0.131
H -3.22777 -4.33520 1.29337 0.111
H -4.06521 -0.60568 0.25620 0.103
H -7.39620 -4.38963 -2.89274 0.067
H -6.21214 -4.34013 -1.38045 0.072
H -8.81482 -3.44352 -0.99125 0.105
H -7.42261 -2.15489 -0.51698 0.109
H -9.00957 -2.42197 -3.43412 0.127
H -7.84404 -1.00739 -2.88565 0.086
H -10.42165 -0.33557 -2.85230 0.086
H -10.84044 -1.81271 -1.61789 0.094
H -7.42666 3.38712 -3.76087 0.138
H -2.03301 -2.86761 -4.12916 0.122
H -1.18524 -4.30015 -1.15250 0.010
H -0.78354 -5.33035 -3.29913 -0.013
H -3.81330 -5.69982 -2.43572 -0.047
O 1.01271 3.75107 -1.92253 0.084
C 1.56186 3.42283 -0.88384 -0.460
O 2.19863 2.23019 -0.69327 0.015
C 2.62641 2.13951 0.66488 -0.157
C 2.69857 3.56201 1.15499 -0.171
C 1.59910 4.23653 0.37421 -0.083
H 1.89553 1.54433 1.22233 0.127
H 3.59930 1.64168 0.71259 0.101
H 2.58339 3.65037 2.23854 0.122
H 3.66584 4.00032 0.88062 0.088
H 0.63291 4.15689 0.88012 0.135
H 1.84045 5.28053 0.16155 0.127
O 5.52708 3.31883 0.60813 0.098
C 6.23204 2.35317 0.85043 -0.425
O 5.78631 1.06299 0.88116 0.017
C 6.84973 0.21007 1.30239 -0.162
C 8.11365 0.97325 1.00413 -0.163
C 7.68829 2.40638 1.20066 -0.092
H 6.73043 0.00494 2.37144 0.130
H 6.80432 -0.73474 0.75294 0.131
H 8.95515 0.67605 1.63557 0.115
H 8.40360 0.81647 -0.04198 0.130
H 7.79413 2.72313 2.24195 0.135
H 8.22994 3.08072 0.53336 0.123
O 0.08419 0.79471 3.70967 0.090
C -0.23314 -0.26767 4.21843 -0.459
O 0.49519 -0.90936 5.17861 0.021
C -0.11112 -2.16939 5.46233 -0.177
C -1.54468 -2.02919 5.02167 -0.165
C -1.44045 -1.07841 3.85610 -0.080
H 0.42120 -2.94677 4.90424 0.128
H -0.03224 -2.38402 6.53207 0.124
H -2.01212 -2.98407 4.76700 0.122
H -2.13511 -1.56606 5.82162 0.122
H -1.24865 -1.60514 2.91717 0.133
H -2.32839 -0.44758 3.77232 0.139
O 10.61271 3.49728 1.25385 0.099
C 11.16186 3.16904 2.29254 -0.455
O 11.79863 1.97639 2.48311 0.026
C 12.22641 1.88571 3.84126 -0.171
C 12.29857 3.30821 4.33136 -0.170
C 11.19910 3.98273 3.55059 -0.084
H 11.49553 1.29053 4.39870 0.129
H 13.19930 1.38789 3.88896 0.129
H 12.18339 3.39658 5.41491 0.121
H 13.26584 3.74653 4.05699 0.124
H 10.23291 3.90309 4.05649 0.136
H 11.44045 5.02673 3.33792 0.134
```

Properties
HOMO ... -5.12 eV
Total charge ... -1
Molecular weight ... 793.551 g/mol
Electronic energy ... -3488.234744 hartree
Orbital gap ... 0.2335 hartree

# C29H48BF3O15S5

6 unconnected molecules or ions with the total composition C29H48BF3O15S5 at a distorted geometry (wB97M-V/def2-TZVPD, the OMol25 dataset).

Geometry as XYZ:
```
101
Properties=species:S:1:pos:R:3:lowdin_charge:R:1
O -2.87398 -1.82644 4.06144 -0.022
C -2.43579 -0.57607 3.85483 -0.156
C -1.18394 0.12469 4.71469 0.095
C -0.22102 0.99486 3.92868 0.020
B 1.00506 1.75424 4.71940 -0.391
O 1.09316 3.24093 4.63781 0.035
O 2.03732 1.07944 5.56591 0.035
C -0.51512 1.12793 2.28772 -0.161
O 0.46172 1.16804 1.36213 -0.031
C -2.13573 1.26080 1.89652 0.060
C -3.09553 0.41291 2.67841 -0.066
C -4.75312 0.45250 2.45635 -0.068
C -5.35164 1.05522 3.88682 -0.207
O -4.73871 2.37604 4.14392 -0.083
C -6.98821 1.04944 3.97591 -0.163
F -7.66099 0.02129 3.14914 0.016
F -7.56444 2.40000 3.65223 0.000
F -7.39046 0.78309 5.40755 -0.012
H -1.11461 -0.04038 5.87379 0.137
H 0.16479 3.64605 4.55797 0.122
H 2.07588 1.58922 6.45026 0.129
H -2.52737 1.99611 1.04751 0.135
H -5.19858 -0.63241 2.25560 0.097
H -5.06193 1.19382 1.57330 0.146
H -4.95107 0.31460 4.72329 0.177
H -5.09683 3.08018 3.51868 0.082
C 5.05785 1.61954 -0.10629 -0.219
C 3.60682 1.15409 0.00537 -0.222
C 2.78675 1.96463 -0.99691 -0.235
S 3.90708 2.40942 -2.31550 0.669
O 4.07376 3.84759 -2.31285 -0.328
O 3.55242 1.67198 -3.51169 -0.338
C 5.36089 1.67127 -1.59634 -0.238
H 5.74170 0.94706 0.41978 0.120
H 5.16032 2.61909 0.33283 0.121
H 3.54557 0.08789 -0.24444 0.123
H 3.21995 1.27559 1.02197 0.106
H 1.95876 1.37985 -1.40553 0.104
H 2.40638 2.88714 -0.54973 0.106
H 6.24129 2.27030 -1.83516 0.114
H 5.46561 0.66468 -2.01209 0.093
C -5.71555 -5.75734 0.85252 -0.227
C -6.60024 -5.23556 1.98375 -0.221
C -5.71485 -4.40789 2.91387 -0.218
S -4.39141 -3.76355 1.90145 0.687
O -3.14491 -4.35303 2.34292 -0.309
O -4.56131 -2.33238 1.74870 -0.355
C -4.89104 -4.56515 0.39035 -0.233
H -6.30793 -6.17762 0.03455 0.117
H -5.05534 -6.54580 1.23318 0.122
H -7.39069 -4.60070 1.56533 0.119
H -7.08766 -6.05199 2.52574 0.117
H -6.26702 -3.57763 3.36142 0.107
H -5.27082 -5.02623 3.69883 0.112
H -4.01182 -4.84994 -0.19003 0.111
H -5.50425 -3.85824 -0.17648 0.110
C -6.92482 7.41550 6.26528 -0.225
C -5.48867 7.82866 5.94691 -0.221
C -4.70417 6.55586 5.63289 -0.223
S -5.88909 5.38505 4.98725 0.676
O -5.99958 4.28109 5.91741 -0.308
O -5.64096 5.18599 3.57330 -0.331
C -7.32098 6.42873 5.17711 -0.231
H -7.59882 8.27669 6.29161 0.119
H -6.96012 6.92698 7.24637 0.123
H -5.48486 8.48971 5.07173 0.120
H -5.03272 8.37909 6.77578 0.117
H -3.92742 6.73617 4.88545 0.107
H -4.26045 6.12632 6.53526 0.110
H -8.19114 5.82511 5.44060 0.114
H -7.49105 6.93994 4.22486 0.112
C 7.77022 -1.30329 -5.41735 -0.228
C 8.59833 -2.58289 -5.31036 -0.217
C 9.18626 -2.63221 -3.90111 -0.226
S 8.05259 -1.73113 -2.85492 0.665
O 8.72221 -0.54487 -2.36447 -0.332
O 7.37648 -2.66091 -1.97241 -0.335
C 6.92846 -1.24969 -4.15113 -0.230
H 7.14585 -1.29751 -6.31555 0.081
H 8.43712 -0.43399 -5.46219 0.124
H 7.94870 -3.45210 -5.46967 0.098
H 9.38679 -2.61925 -6.06858 0.117
H 9.27672 -3.65934 -3.53869 0.105
H 10.15854 -2.13396 -3.85541 0.105
H 6.52421 -0.25704 -3.94567 0.100
H 6.12035 -1.98652 -4.18398 0.106
C 4.26960 -4.37015 -9.42030 -0.226
C 2.99461 -3.90346 -8.71945 -0.219
C 3.34194 -3.65612 -7.25239 -0.221
S 5.07430 -3.22110 -7.21554 0.683
O 5.79536 -4.26053 -6.51141 -0.315
O 5.20665 -1.81854 -6.87529 -0.325
C 5.36404 -3.41742 -8.96286 -0.232
H 4.16033 -4.36381 -10.50871 0.119
H 4.50877 -5.39413 -9.10932 0.122
H 2.64679 -2.97012 -9.17861 0.121
H 2.18808 -4.63700 -8.81597 0.118
H 2.75276 -2.83715 -6.83206 0.110
H 3.20647 -4.55941 -6.65124 0.110
H 6.36990 -3.80479 -9.13371 0.112
H 5.25323 -2.43562 -9.43279 0.113
```

Properties
HOMO ... -9.64 eV
Total charge ... 0
ΔE to the lowest compared entry with this formula, charge and spin ... 847.4 kJ/mol
Molecular weight ... 864.829 g/mol
Electronic energy ... -4577.533430 hartree
Orbital gap ... 0.3013 hartree

# C29H48BN8S3Ti

A molecular structure, C29H48BN8S3Ti at a distorted geometry (wB97M-V/def2-TZVPD, the OMol25 dataset).

Geometry as XYZ:
```
90
Properties=species:S:1:pos:R:3:lowdin_spin:R:1
Ti 0.26047 0.22038 -0.05661 0.889
C -1.31630 3.03220 4.23302 0.001
C -2.19264 2.06269 3.50777 0.000
C -3.38991 1.60265 4.00993 -0.001
C -4.17934 0.65437 3.31712 0.002
N -3.79471 0.22067 2.13159 0.000
N -2.65446 0.68966 1.64029 0.009
B -2.43860 0.29966 0.20456 0.036
N -2.77602 1.34646 -0.81122 0.006
N -3.81770 2.10826 -0.46556 0.000
C -4.34730 2.86877 -1.39860 0.000
C -3.81109 2.86604 -2.71451 0.003
C -2.70695 2.12181 -3.05231 -0.001
C -2.10293 2.10429 -4.41971 0.000
C -2.17557 1.34902 -2.00454 0.006
S -0.76296 0.32301 -2.15817 -0.013
C -5.55213 3.71322 -1.04822 0.000
C -5.91999 3.55770 0.42590 0.000
C -6.72365 3.23720 -1.92759 0.000
C -5.22771 5.18466 -1.35364 0.000
N -2.78354 -1.11906 -0.15230 0.004
N -3.94256 -1.25000 -0.79455 -0.001
C -4.39815 -2.47229 -0.97549 0.001
C -3.65282 -3.58871 -0.50992 0.000
C -2.43543 -3.44888 0.11349 -0.001
C -1.60757 -4.59538 0.59690 -0.001
C -2.00856 -2.11909 0.26810 0.000
S -0.50658 -1.64632 1.04202 -0.011
C -5.73293 -2.65220 -1.66312 0.000
C -6.31788 -1.30629 -2.08771 0.000
C -5.53388 -3.54936 -2.89593 0.000
C -6.68243 -3.33353 -0.66058 0.000
C -1.82616 1.53417 2.25912 0.012
S -0.29381 1.85448 1.47714 0.039
C -5.47611 0.07287 3.85268 0.000
C -5.26634 -1.44093 4.02720 0.000
C -5.85760 0.69670 5.19545 0.000
C -6.59148 0.33203 2.82836 0.000
H -1.81738 3.41890 5.11686 0.000
H -1.04904 3.87206 3.59045 0.000
H -0.39198 2.54598 4.55231 0.000
H -3.73145 1.96526 4.97028 0.000
H -4.28362 3.48375 -3.46790 0.000
H -2.59446 2.82366 -5.06976 0.000
H -2.20278 1.11363 -4.86805 0.000
H -1.03916 2.34271 -4.38092 0.000
H -6.17412 2.52434 0.66629 0.000
H -6.78790 4.17979 0.63972 0.000
H -5.10647 3.88136 1.07812 0.000
H -6.94231 2.18058 -1.76150 0.000
H -6.53669 3.39382 -2.99113 0.000
H -7.61397 3.80994 -1.67044 0.000
H -4.40004 5.54726 -0.74149 0.000
H -6.10257 5.79319 -1.12757 0.000
H -4.98528 5.35211 -2.40416 0.000
H -4.05574 -4.58154 -0.66621 0.000
H -2.10969 -5.54156 0.41179 0.000
H -1.41822 -4.51011 1.66873 0.000
H -0.64146 -4.61624 0.08878 0.000
H -5.67257 -0.79702 -2.80632 0.000
H -6.47683 -0.65034 -1.23005 0.000
H -7.28101 -1.47655 -2.56655 0.000
H -4.84196 -3.10016 -3.61062 0.000
H -6.49243 -3.68186 -3.39627 0.000
H -5.16980 -4.54388 -2.63437 0.000
H -6.82516 -2.71957 0.23105 0.000
H -6.32876 -4.31919 -0.35411 0.000
H -7.65474 -3.47376 -1.13154 0.000
H -4.46488 -1.65613 4.73654 0.000
H -5.03609 -1.91919 3.07327 0.000
H -6.18162 -1.88521 4.41691 0.000
H -5.12106 0.48534 5.97340 0.000
H -6.80207 0.26934 5.52854 0.000
H -6.00427 1.77638 5.12075 0.000
H -6.34432 -0.09302 1.85417 0.000
H -6.77997 1.40075 2.71140 0.000
H -7.51341 -0.12911 3.18088 0.000
N 5.19947 3.31653 -0.98469 0.000
C 4.56774 2.02667 -0.52420 0.001
C 3.03630 2.04682 -0.64160 0.005
N 2.45468 0.72777 -0.24064 0.011
H 6.22126 3.26487 -0.88710 0.000
H 4.89471 4.12627 -0.43458 0.000
H 5.01082 3.52052 -1.97159 0.000
H 4.88483 1.88019 0.50820 0.000
H 5.00266 1.23468 -1.13373 0.000
H 2.72638 2.24890 -1.66743 0.000
H 2.60478 2.81410 0.00222 0.000
H 2.85126 0.47141 0.66820 0.001
H 2.81968 0.01438 -0.87836 0.002
```

Properties
Expectation value of S² ... 0.759
HOMO (alpha / beta) ... -19.32 / -19.60 eV
Total charge ... +4
ΔE to the lowest compared entry with this formula, charge and spin ... 0.0 kJ/mol
Molecular weight ... 663.639 g/mol
Electronic energy ... -3639.517374 hartree
Orbital gap (alpha / beta) ... 0.2567 / 0.2605 hartree
Multiplicity ... 2

# C29H48BrN3P2SW

A molecular structure, C29H48BrN3P2SW at a distorted geometry (wB97M-V/def2-TZVPD, the OMol25 dataset).

Geometry as XYZ:
```
85
Properties=species:S:1:pos:R:3:lowdin_spin:R:1
N 0.52960 -1.40748 7.20789 0.008
C -0.55321 -0.81509 6.70624 -0.001
C -0.59729 -0.40938 5.36842 0.010
C 0.48528 -0.66377 4.46753 0.005
C 1.61642 -1.24135 5.09668 0.004
C 1.57856 -1.62949 6.44454 -0.001
C 0.23652 -0.43692 3.03013 0.014
W 0.01162 -0.41536 0.14847 1.393
P -0.18325 -1.22804 -2.21848 -0.002
C 0.77608 -1.21457 1.94384 0.006
C -0.10148 -2.19388 1.24628 0.008
C 0.33952 -3.31958 0.54963 0.060
C -0.59293 -4.32133 0.16540 0.008
C -1.96220 -4.01795 0.11135 0.042
C -2.28165 -2.64523 0.29050 -0.003
C -1.49677 -1.83131 1.15468 0.041
Br -3.31464 -5.17926 -0.06492 0.023
H -0.55388 0.28996 2.82059 0.001
H 1.82216 -1.51423 2.06044 0.003
H -1.50598 0.09913 5.03789 0.000
H 2.55984 -1.36405 4.55587 0.000
H -1.38810 -0.64369 7.38962 0.000
H 2.42181 -2.11492 6.92677 0.000
H 1.41332 -3.32195 0.35776 0.003
H -1.96185 -1.31912 2.00271 0.006
H -0.21180 -5.32938 -0.01687 0.000
H -3.23732 -2.22879 -0.04404 0.000
P 1.93179 1.02546 0.32724 0.055
C -1.36760 -2.51402 -2.80315 0.006
C -1.23426 -3.32003 -4.09120 0.001
H -2.37788 -2.07784 -2.75358 0.000
H -1.28515 -3.17090 -1.93248 -0.001
H -1.97893 -4.12757 -4.10527 0.001
H -1.41796 -2.71226 -4.97321 0.000
H -0.26326 -3.80119 -4.19633 0.000
C 1.42101 -2.07361 -2.05453 0.019
C 2.22981 -2.72832 -3.18619 0.002
H 1.18549 -2.87685 -1.35061 0.003
H 2.07730 -1.36495 -1.52164 0.007
H 3.19583 -3.07560 -2.76087 0.000
H 1.72575 -3.59221 -3.64034 0.001
H 2.43031 -1.97284 -3.94933 0.001
C -1.03406 0.38217 -2.43698 0.015
C -1.37114 0.97211 -3.80543 -0.002
H -0.38844 1.08737 -1.85752 0.009
H -1.96410 0.23438 -1.86566 0.004
H -1.41808 2.06737 -3.73160 0.000
H -0.60394 0.74793 -4.55408 0.000
H -2.34136 0.62241 -4.17085 0.001
C 1.64449 2.51458 -0.69691 0.023
C 2.76101 3.57424 -0.65123 0.006
H 0.68596 2.96982 -0.37415 -0.001
H 1.50391 2.18036 -1.73923 0.001
H 2.90592 3.97210 0.36037 0.000
H 3.72791 3.20456 -1.01990 0.000
H 2.46882 4.41823 -1.28598 0.001
C 3.53058 0.36222 -0.30771 0.015
C 4.02726 -0.81427 0.52124 0.001
H 4.23355 1.20302 -0.23573 0.001
H 3.42693 0.13924 -1.38186 0.000
H 4.38791 -0.49219 1.50895 0.000
H 3.24794 -1.56806 0.68871 0.001
H 4.85566 -1.32762 0.01083 0.000
C 2.54296 1.65175 1.95080 -0.001
C 1.64670 2.64881 2.68025 0.000
H 3.54795 2.07971 1.78653 -0.001
H 2.71847 0.76894 2.58441 0.000
H 0.83105 2.10397 3.17392 0.000
H 2.22208 3.14723 3.47481 0.000
H 1.20713 3.41417 2.02566 0.000
S -1.62294 1.06326 0.70841 0.147
C -2.59515 2.23806 -0.32707 0.037
N -3.77017 1.84216 -0.84008 0.006
C -4.56491 2.74852 -1.66285 0.000
C -3.61828 3.54114 -2.53918 0.000
C -2.66703 4.31280 -1.66548 0.003
N -2.12968 3.46781 -0.59270 0.007
H -4.14310 0.97851 -0.44892 0.002
H -5.09811 3.44777 -1.00798 0.000
H -5.29214 2.15599 -2.20079 0.000
H -4.19488 4.23524 -3.14152 0.000
H -3.08891 2.87615 -3.22183 0.000
H -3.19908 5.13877 -1.19864 0.000
H -1.82437 4.73736 -2.21150 0.000
H -1.31495 3.75168 -0.04898 0.001
```

Properties
Expectation value of S² ... 2.027
HOMO (alpha / beta) ... -18.77 / -19.68 eV
Total charge ... +4
ΔE to the lowest compared entry with this formula, charge and spin ... 0.0 kJ/mol
Molecular weight ... 796.483 g/mol
Electronic energy ... -5018.402293 hartree
Orbital gap (alpha / beta) ... 0.1899 / 0.2243 hartree
Multiplicity ... 3